{
  "formula": "C52H143N13O13",
  "method": "the ωB97M-V functional and the def2-TZVPD basis",
  "species": ["O", "O", "O", "O", "O", "O", "O", "O", "O", "O", "O", "O", "O", "N", "N", "N", "N", "N", "N", "N", "N", "N", "N", "N", "N", "N", "C", "C", "C", "C", "C", "C", "C", "C", "C", "C", "C", "C", "C", "C", "C", "C", "C", "C", "C", "C", "C", "C", "C", "C", "C", "C", "C", "C", "C", "C", "C", "C", "C", "C", "C", "C", "C", "C", "C", "C", "C", "C", "C", "C", "C", "C", "C", "C", "C", "C", "C", "C", "H", "H", "H", "H", "H", "H", "H", "H", "H", "H", "H", "H", "H", "H", "H", "H", "H", "H", "H", "H", "H", "H", "H", "H", "H", "H", "H", "H", "H", "H", "H", "H", "H", "H", "H", "H", "H", "H", "H", "H", "H", "H", "H", "H", "H", "H", "H", "H", "H", "H", "H", "H", "H", "H", "H", "H", "H", "H", "H", "H", "H", "H", "H", "H", "H", "H", "H", "H", "H", "H", "H", "H", "H", "H", "H", "H", "H", "H", "H", "H", "H", "H", "H", "H", "H", "H", "H", "H", "H", "H", "H", "H", "H", "H", "H", "H", "H", "H", "H", "H", "H", "H", "H", "H", "H", "H", "H", "H", "H", "H", "H", "H", "H", "H", "H", "H", "H", "H", "H", "H", "H", "H", "H", "H", "H", "H", "H", "H", "H", "H", "H", "H", "H", "H", "H", "H", "H", "H", "H", "H", "H", "H", "H"],
  "positions_angstrom": [[7.01206, 5.47662, -0.85080], [4.72670, -1.93232, 6.27562], [-2.95403, 6.06335, 6.45192], [4.32519, 12.24996, -4.25025], [-10.70672, -0.48013, 8.13372], [-1.28890, -3.72102, 13.51334], [-0.90077, -7.77172, -4.50088], [-0.91301, -0.27357, 0.36816], [6.05244, -3.67822, -8.21268], [-4.92802, -0.68783, -11.25907], [6.43207, 5.56136, -9.15462], [-9.53585, 3.47309, -2.98669], [1.06733, -15.17019, 3.77134], [-0.78529, -2.26824, 3.37199], [9.24006, 8.07419, 0.59007], [-13.14410, -1.91721, 8.27191], [-0.80648, 6.35068, 9.48609], [4.60322, 1.30448, 7.90714], [-8.14828, -1.40527, -12.84975], [9.37033, -4.77870, -6.81359], [2.92348, 9.96737, -6.85361], [-3.80322, -6.98781, -4.06625], [-0.04744, -12.56248, 3.35833], [-10.64988, 6.12591, -5.16272], [-1.00779, -5.10099, 15.88210], [9.51331, 7.35890, -9.63393], [-6.69979, -1.38399, -12.74486], [-6.32306, -0.63952, -11.38223], [1.19607, -16.55459, 4.03888], [-2.05140, -8.58895, -4.75627], [-11.91668, -2.47660, 8.84510], [4.36719, 11.32279, -5.39032], [3.09349, 10.56716, -5.54350], [-3.15281, 7.06943, 9.21445], [7.97490, 6.74699, -11.34903], [-0.19082, -0.99527, 1.34128], [-9.91592, 3.98706, -5.98884], [-0.06386, 0.46049, -0.51629], [4.68639, -3.94544, -7.91108], [8.14076, 6.97522, -9.84415], [6.94335, -4.29117, -7.27582], [-1.38434, -3.49610, 12.09840], [-2.12543, -0.31673, 2.98986], [0.10561, -4.26815, 15.41576], [-8.91210, 3.39081, -1.69324], [4.53749, 0.38911, 6.79269], [5.07943, -1.01407, 7.29444], [1.32966, -4.99761, 15.87727], [-9.54256, 4.75109, -3.55356], [2.96175, 9.43873, -4.51026], [7.50677, 4.17313, -0.61184], [-4.51955, -0.14477, -10.01794], [7.78917, 5.78815, -8.93014], [-6.14675, -0.60498, -13.94871], [-3.27352, -7.69684, -5.22270], [-1.69942, 6.31174, 7.10673], [-9.47852, 0.26098, 7.89191], [0.69383, -12.86038, 4.64113], [6.93285, 7.95869, 0.88984], [-3.07711, -6.62967, -6.31220], [8.01267, 6.42285, -0.90247], [4.79230, -3.28303, 6.64293], [-1.99294, 6.14994, 8.64917], [8.38527, -4.08464, -7.74625], [-2.99012, 6.24162, 5.03009], [0.63810, -14.38913, 4.91533], [0.18210, -11.98343, 5.79199], [8.14416, 7.13399, 0.53190], [5.93991, 4.32027, -8.60730], [8.60035, -4.58397, -9.11416], [0.01907, -4.16590, 13.86209], [-10.45090, 4.76442, -4.79012], [0.15507, -8.57401, -3.93480], [-10.64703, -1.88919, 8.11110], [-12.08273, -4.03348, 8.83323], [5.33480, 0.96699, 5.65683], [-1.28864, -1.48515, 2.30344], [5.59920, 12.92049, -4.08773], [4.76780, -1.31775, 8.29381], [0.16159, -13.35465, 2.76767], [-0.88772, -6.03113, 15.50722], [-2.33391, -3.00226, 11.89216], [6.38743, 0.87230, 5.92347], [5.85394, -3.50204, 6.75715], [2.28587, 11.29678, -5.48441], [-0.82824, -12.27361, 6.08026], [8.06975, 3.88691, -1.50023], [-0.38763, -14.66260, 5.16270], [-0.06319, 5.76944, 9.12585], [-2.24170, -5.96288, -6.09870], [6.68770, 3.46815, -0.46967], [-2.33758, -9.15206, -3.86796], [8.84950, 5.98490, -1.44655], [7.87599, -4.11551, -9.78046], [-4.00495, -6.05953, -6.35833], [-12.07821, -4.45990, 7.83011], [4.92888, 4.06321, -8.92325], [5.27311, 0.30301, 4.79462], [4.63220, 11.82858, -6.31878], [0.73278, -3.43715, 13.47785], [-4.66470, 0.93500, -9.98440], [-0.65627, -3.23112, 3.09574], [-9.78439, 6.62074, -5.32452], [-3.92005, 5.73802, 4.76605], [-6.35891, -1.00129, -14.94170], [3.08161, 9.89669, -3.52841], [-11.95544, -2.23453, 9.90717], [2.26188, -4.44412, 15.76452], [5.57789, 13.59045, -3.22819], [1.27029, -14.59815, 5.77831], [9.23516, -4.33256, -5.91762], [9.61105, -4.45133, -9.50013], [4.28386, -3.17264, -7.25622], [5.78703, 13.41934, -5.03851], [-10.94695, 6.68146, -4.37330], [-6.83577, -1.11720, -10.54734], [8.28681, -5.61907, -9.24963], [-1.03187, -12.54742, 3.58363], [0.44632, -1.80032, 0.97516], [0.06508, -5.18397, 13.47543], [-4.10687, -8.32656, -5.53431], [-4.02630, -7.61961, -3.31050], [-1.87823, -2.16050, 1.68344], [-1.37740, 0.44448, 3.21149], [-5.06253, -0.52817, -13.86704], [0.64732, 1.06102, 0.05089], [-0.37234, 7.21542, 9.19656], [1.95821, -16.72032, 4.80031], [6.71996, -5.34822, -7.13146], [8.60979, 5.90831, -11.63474], [1.30963, -5.34769, 16.90933], [3.53185, 0.19760, 6.41838], [-2.68387, -0.64892, 3.86501], [4.26786, -3.46361, 7.58126], [-2.31044, 5.12408, 8.83601], [6.77128, 8.87802, 0.32697], [-12.94909, -4.35464, 9.41148], [6.39948, 12.20371, -3.90373], [-5.01087, -0.58384, -9.14965], [5.22023, 10.64888, -5.31121], [1.75307, -12.66095, 4.47883], [4.98942, 1.94038, 5.30852], [7.56881, 7.81974, -9.45975], [-0.55498, 1.03311, -1.30307], [8.35665, 7.54609, -11.98449], [-2.88433, 0.11160, 2.33511], [10.08614, 6.54877, -9.82275], [2.05203, 8.84176, -4.44608], [-11.34390, 4.21609, -4.49017], [-9.74961, -2.35190, 8.52175], [7.08281, 8.32596, 1.90509], [6.16418, -0.93417, 7.36519], [-1.84796, -9.35940, -5.49999], [-0.55150, -2.91756, 11.69870], [3.76636, 8.73074, -4.70888], [-2.90000, 7.30046, 4.78755], [-1.44762, -4.41434, 11.51450], [-9.15569, 4.56465, -6.51471], [0.52408, -0.34487, 1.84524], [-12.98021, -1.86278, 7.27680], [5.85546, 4.55665, -7.54659], [6.87818, -3.88469, -6.26655], [-9.28039, 0.13155, 6.82791], [6.63562, 3.49344, -8.75033], [-2.28243, 5.58975, 4.51791], [-0.19305, -9.20680, -3.11840], [0.15527, -1.98366, 3.60537], [-0.83296, 5.72168, 6.80810], [0.32790, -17.03790, 4.48699], [10.08865, 7.58577, 0.34220], [1.51170, -17.12272, 3.16382], [4.22781, -3.86598, -8.89671], [4.30436, 0.88970, 8.77819], [8.39875, 4.92503, -9.19761], [-13.17723, -0.94472, 8.54259], [-8.60833, 5.21099, -3.87575], [0.81118, -12.11677, 6.67209], [0.29567, -10.94194, 5.49114], [-2.89332, -7.20360, -7.22044], [0.61935, -9.16102, -4.72724], [9.11606, -5.74607, -6.67345], [6.91242, 6.64999, -11.57223], [-6.50534, 0.42420, -13.93163], [-10.74255, -2.29491, 7.10394], [-3.04447, -6.39541, -3.76053], [-8.45442, -0.48458, -12.56919], [-9.89883, 5.42166, -2.77158], [-6.34772, -2.41472, -12.70313], [-6.71519, 0.37702, -11.35080], [5.54626, 1.53469, 8.18603], [7.63571, 7.16312, -1.60817], [-2.93964, 8.13480, 9.12713], [-8.44070, -1.49897, -13.81193], [9.41778, 8.43527, 1.51644], [-3.45536, -0.21999, -9.79451], [8.26207, 6.41061, 1.33871], [3.01935, 10.59892, -7.63596], [3.58941, 9.24784, -7.09636], [8.60958, -3.01913, -7.69635], [4.52689, -4.95745, -7.53892], [-9.48880, 3.02785, -5.69629], [4.33790, -3.97432, 5.93317], [-8.59775, -0.09169, 8.42854], [0.87930, -7.85152, -3.55848], [-4.09999, 6.94266, 8.69015], [8.01532, 5.89411, -7.86914], [-3.36532, 6.80518, 10.25036], [-10.74907, 3.74500, -6.64866], [-1.78573, -4.74364, 15.34619], [6.01826, 7.36869, 0.83064], [8.17991, 4.14177, 0.24490], [-7.85269, 3.27977, -1.92433], [-1.47807, 7.36896, 6.96051], [9.68444, 7.48743, -8.64686], [-9.16724, 4.22350, -1.03778], [0.63520, -0.18986, -1.04206], [0.06349, -3.24935, 15.80093], [-11.23789, -4.48660, 9.35190], [-9.22719, 2.48611, -1.17333], [-9.70019, 1.29416, 8.15933], [1.45899, -5.88849, 15.26270]],
  "mulliken_charge": [-0.315, -0.261, -0.286, -0.339, -0.273, -0.334, -0.289, -0.286, -0.305, -0.299, -0.310, -0.339, -0.335, -0.682, -0.753, -0.731, -0.758, -0.716, -0.697, -0.740, -0.677, -0.714, -0.704, -0.745, -0.787, -0.761, 0.301, -0.735, -0.759, -0.709, 0.342, -0.651, 0.421, -1.295, -1.377, -0.792, -1.292, -0.784, -0.694, 0.469, -0.662, -0.737, -1.247, 0.354, -0.716, 0.431, -0.686, -1.483, -0.675, -1.291, -0.712, -0.781, -0.743, -1.280, 0.267, -0.623, -0.731, 0.363, -1.511, -1.319, -0.760, -0.759, 0.395, 0.528, -0.756, -0.688, -1.427, 0.791, -0.739, -1.442, -0.624, 0.469, -0.736, -0.677, -1.360, -1.357, 0.332, -0.686, 0.408, 0.322, 0.271, 0.260, 0.322, 0.302, 0.252, 0.371, 0.289, 0.321, 0.268, 0.272, 0.245, 0.408, 0.420, 0.367, 0.393, 0.316, 0.248, 0.331, 0.392, 0.407, 0.319, 0.280, 0.268, 0.251, 0.374, 0.318, 0.296, 0.369, 0.239, 0.380, 0.267, 0.358, 0.250, 0.294, 0.286, 0.450, 0.307, 0.263, 0.414, 0.295, 0.364, 0.230, 0.350, 0.267, 0.338, 0.327, 0.273, 0.304, 0.332, 0.308, 0.385, 0.269, 0.394, 0.303, 0.290, 0.372, 0.332, 0.294, 0.307, 0.317, 0.272, 0.350, 0.293, 0.264, 0.405, 0.278, 0.275, 0.347, 0.277, 0.374, 0.360, 0.299, 0.379, 0.292, 0.305, 0.292, 0.303, 0.316, 0.362, 0.278, 0.292, 0.319, 0.296, 0.308, 0.306, 0.319, 0.206, 0.341, 0.313, 0.228, 0.272, 0.237, 0.264, 0.350, 0.315, 0.313, 0.375, 0.356, 0.343, 0.284, 0.264, 0.308, 0.300, 0.314, 0.280, 0.278, 0.368, 0.237, 0.344, 0.260, 0.297, 0.313, 0.266, 0.259, 0.277, 0.163, 0.254, 0.212, 0.291, 0.325, 0.341, 0.240, 0.301, 0.228, 0.337, 0.404, 0.342, 0.294, 0.343, 0.327, 0.299, 0.284, 0.309, 0.270, 0.312, 0.315, 0.339, 0.373, 0.240, 0.236, 0.348],
  "mol_weight_g_mol": 1158.79,
  "relative_energy_kcal_mol": 144.4,
  "e_tot_ha": -3756.5100,
  "homo_lumo_gap_ev": 9.55
}